1.
This record from OMol25 describes C3H5PS in the gas phase in a non-equilibrium geometry. The level of theory is ωB97M-V/def2-TZVPD.

Geometry as XYZ:
```
10
C3H5PS (ωB97M-V/def2-TZVPD)
C -2.51602 -0.44249 0.13790
C -1.52303 -0.82152 -0.38688
C -0.30456 -1.05362 -1.17774
P 1.86390 0.26046 0.96965
S 0.82866 0.72110 -0.69220
H -3.38541 -0.04750 0.39443
H -0.42416 -0.86638 -2.23163
H 0.08275 -2.00130 -0.72223
H 3.18367 0.27336 0.44864
H 2.05954 1.47929 1.55283
```

Values from the calculation:
**Frontier orbital gap (alpha / beta)**: 6.556 / 6.674 eV
**Highest occupied orbital energy (alpha / beta)**: -5.8 / -9.5 eV
**Multiplicity**: 3
**Energy relative to the best compared isomer or geometry (same formula, charge and spin)**: 74.5 kcal/mol
**Charge**: 0
**Lowest unoccupied orbital energy (alpha / beta)**: 0.78 / -2.86 eV
**⟨S²⟩**: 2.0147

Löwdin atomic charge list, values in e, 5 entries: C 0.10; C -0.28; C -0.40; P 0.41; S 0.40

---

2.
This record from OMol25 describes C3H6 in the gas phase. The level of theory is ωB97M-V/def2-TZVPD.

Geometry as XYZ:
```
9
C3H6 (ωB97M-V/def2-TZVPD)
C 1.13784 -0.11782 0.00282
C -0.24237 0.51988 -0.01127
C -1.37303 -0.18293 0.01431
H 1.32157 -0.65482 0.94566
H 1.22196 -0.83650 -0.84558
H 1.95842 0.62954 -0.08250
H -0.28677 1.61408 -0.00525
H -1.38224 -1.26007 -0.02050
H -2.35538 0.28863 0.00231
```

Values from the calculation:
**Frontier orbital gap**: 10.958 eV
**Highest occupied orbital energy**: -9.6 eV
**Energy relative to the best compared isomer or geometry (same formula, charge and spin)**: 0.7 kcal/mol
**Charge**: 0
**Lowest unoccupied orbital energy**: 1.34 eV
**Structure (SMILES)**: C=CC

Löwdin atomic charge list, values in e, 5 entries: C -0.13; C -0.25; C -0.03; H 0.07; H 0.08

---

3.
This record from OMol25 describes a molecular structure, C3H6AlF3NO7S2 in a non-equilibrium geometry. The level of theory is ωB97M-V/def2-TZVPD.

Geometry as XYZ:
```
23
C3H6AlF3NO7S2 (ωB97M-V/def2-TZVPD)
Al -27.39688 3.52377 -7.36758
N -30.24361 5.93642 -9.80306
S -30.65515 7.18076 -10.58123
O -31.77151 7.98557 -10.16364
O -30.39189 7.06360 -12.01409
F -29.41947 8.12589 -10.08823
S -31.75159 5.15585 -10.17484
O -31.94013 4.71971 -11.56237
O -32.96634 5.67816 -9.49936
F -31.40581 3.83747 -9.33351
F -26.21436 -0.00359 -5.76672
C -27.17521 5.87931 -1.07546
O -26.12965 4.98471 -0.75361
C -25.67183 4.21420 -1.72834
O -26.04556 4.29911 -2.93162
O -24.68818 3.45867 -1.33068
C -23.98839 2.63923 -2.23698
H -27.48301 6.40652 -0.17245
H -28.06787 5.33381 -1.38156
H -26.88009 6.62592 -1.81274
H -24.50861 1.70689 -2.45653
H -23.10196 2.35044 -1.67221
H -23.59674 3.10774 -3.13987
```

Values from the calculation:
**Frontier orbital gap**: 1.529 eV
**Highest occupied orbital energy**: -13.2 eV
**Energy relative to the best compared isomer or geometry (same formula, charge and spin)**: 85.3 kcal/mol
**Charge**: +1
**Lowest unoccupied orbital energy**: -11.71 eV

Löwdin atomic charge list, values in e, 5 entries: Al 0.98; N -0.09; S 0.49; O -0.13; O -0.11

---

4.
This record from OMol25 describes a molecular structure, C3H6BF4KO6P in a non-equilibrium geometry. The level of theory is ωB97M-V/def2-TZVPD.

Geometry as XYZ:
```
22
C3H6BF4KO6P (ωB97M-V/def2-TZVPD)
O 0.13378 -3.00718 1.08046
P 0.21114 -1.73611 0.24161
O -0.42263 -1.93622 -1.32273
O 1.86936 -1.40298 0.03230
C 2.26695 -0.13502 0.63122
B 1.95759 1.16528 -0.28295
O 1.25296 1.11714 -1.58792
O 2.36761 2.47387 0.24439
O -0.62959 -0.49271 1.05332
C -2.03815 -0.59310 0.91477
F -2.51428 -1.87897 0.69595
F -2.60046 -0.16760 2.13487
C -2.66814 0.34480 -0.21908
F -2.85260 -0.31954 -1.44210
F -3.97821 0.65826 0.22923
H 0.23828 -1.49968 -1.91014
H 1.86803 -0.02269 1.70036
H 3.41101 -0.18043 0.73265
H 1.69639 0.47778 -2.19552
H 1.59320 2.75750 0.82149
H -2.13880 1.34225 -0.32946
K 0.97656 3.03534 -1.22270
```

Values from the calculation:
**Frontier orbital gap**: 9.225 eV
**Highest occupied orbital energy**: -13.9 eV
**Charge**: +1
**Lowest unoccupied orbital energy**: -4.65 eV

Löwdin atomic charge list, values in e, 5 entries: O -0.23; P 0.67; O -0.10; O -0.20; C -0.10

---

> What is the charge in the third record?

+1

---

> What is the charge in the second record?

0